No. 1
A cluster of 2 separate species, C21H44FN3O6PS2 in total at a distorted geometry, computed with ωB97M-V/def2-TZVPD.

## Properties
E_LUMO = -2.53 eV
E_HOMO = -10.690 eV
Net charge = +1

Positions of all 78 atoms, in Å:
C1 5.19024 5.22420 -0.04837
C2 4.82527 3.78158 -0.22551
O1 5.41552 2.99101 -0.90641
O2 3.71709 3.43318 0.47908
C3 2.90527 2.39728 -0.09520
C4 3.10316 1.06892 0.63406
C5 4.11409 0.10700 -0.02090
C6 3.62555 -1.34309 -0.14346
C7 2.44894 -1.36174 -1.11165
N1 1.89868 -2.70106 -1.63949
C8 0.37032 -2.72479 -1.45520
C9 -0.54111 -1.99364 -2.42072
C10 -0.47781 -0.47158 -2.33216
S1 -2.02750 0.30520 -2.86678
C11 -2.76350 0.39899 -1.21516
S2 -3.57391 -0.89696 -0.64331
N2 -2.65344 1.56080 -0.48625
C12 -2.11004 2.76671 -1.11182
C13 -0.64987 3.02251 -0.68785
O3 -0.01322 1.82443 -0.25785
C14 -0.63390 1.29740 0.90588
C15 -2.16154 1.44231 0.88520
C16 2.35080 -3.96850 -0.89257
C17 1.91842 -4.02193 0.56246
F1 3.69755 -4.10145 -1.01861
P1 2.47317 -2.85922 -3.38009
N3 3.96812 -2.79668 -3.58075
O4 1.65959 -4.17621 -3.71075
O5 1.66576 -1.79060 -4.23215
H1 6.25503 5.33891 -0.23734
H2 4.96457 5.57059 0.95759
H3 4.63905 5.81892 -0.77730
H4 1.87521 2.74505 -0.03360
H5 3.17256 2.30162 -1.14952
H6 2.12983 0.59627 0.79951
H7 3.48812 1.33458 1.62031
H8 4.41706 0.46626 -1.00778
H9 5.01927 0.07384 0.58459
H10 3.32623 -1.68569 0.84632
H11 4.45157 -1.94630 -0.50564
H12 1.60228 -0.81519 -0.70280
H13 2.76728 -0.79605 -1.99049
H14 0.07404 -3.77221 -1.42995
H15 0.19376 -2.32831 -0.45587
H16 -0.44485 -2.34970 -3.44275
H17 -1.54681 -2.29756 -2.11185
H18 -0.32286 -0.16867 -1.29731
H19 0.32365 -0.02536 -2.91994
H20 -2.22402 2.71912 -2.18769
H21 -2.71582 3.61040 -0.76718
H22 -0.07266 3.39575 -1.53203
H23 -0.60206 3.76335 0.11788
H24 -0.36629 0.23614 0.94592
H25 -0.22011 1.76727 1.80615
H26 -2.63214 0.59399 1.37745
H27 -2.48138 2.32190 1.44696
H28 1.90020 -4.78626 -1.45233
H29 1.68121 -3.04817 0.98243
H30 1.02283 -4.63203 0.66120
H31 2.72414 -4.47555 1.13571
H32 4.61070 -2.66230 -2.81694
H33 1.34632 -4.21495 -4.62617
H34 2.21895 -1.00345 -4.35880
C18 -5.84996 -0.01476 5.43726
C19 -5.16145 0.83653 4.38535
O6 -4.66916 0.10116 3.27530
C20 -5.64833 -0.60175 2.52291
C21 -6.69936 0.29065 1.88772
H35 -5.20070 -0.83326 5.75090
H36 -6.08782 0.59565 6.30871
H37 -6.78321 -0.44413 5.07163
H38 -4.28089 1.31494 4.81571
H39 -5.82836 1.63859 4.04945
H40 -6.12145 -1.37947 3.13262
H41 -5.08364 -1.10695 1.74184
H42 -7.35112 0.75526 2.62873
H43 -7.32867 -0.29756 1.21916
H44 -6.22234 1.08477 1.31028

No. 2
A cluster of 2 separate species, C21H44N2O10PS in total at a distorted geometry, computed with ωB97M-V/def2-TZVPD.

## Properties
E_LUMO = -2.53 eV
ΔE to the lowest compared entry with this formula, charge and spin = 892.8 kJ/mol
E_HOMO = -10.779 eV
Net charge = +1

Positions of all 79 atoms, in Å:
C1 0.74877 -2.55812 1.11951
C2 -0.42133 -2.51865 2.31438
C3 -1.91358 -2.79191 1.68395
O1 -2.88068 -1.70850 1.85574
C4 -2.79793 -0.66891 0.82857
C5 -2.90267 -1.04069 -0.76553
C6 -3.99167 -2.28334 -1.02474
C7 -5.46995 -1.69773 -1.43041
C8 -6.49104 -1.98805 -0.18198
N1 -7.30473 -0.77631 0.21460
C9 -7.51328 -0.67036 1.70895
C10 -9.02884 -0.29337 2.27193
O2 -6.54154 -0.82101 2.64484
O3 -4.11162 0.03202 1.02986
S1 -4.14649 1.69353 0.52659
O4 -4.58572 1.98139 -0.95685
O5 -4.92571 2.56026 1.56050
O6 -2.41673 1.82891 0.49061
C11 -1.74349 0.59662 1.02077
C12 -1.42603 1.10797 2.58015
O7 -2.61392 1.08797 3.45000
O8 -2.32875 0.75441 4.67616
P1 -0.14154 0.60413 -0.08459
O9 0.81055 1.98753 0.42918
O10 -0.53092 0.90346 -1.75768
H1 1.41793 -1.60646 1.26942
H2 1.42568 -3.53697 1.21579
H3 0.24525 -2.48693 0.04562
H4 -0.15066 -3.45049 3.01072
H5 -0.33850 -1.57685 3.00366
H6 -2.35160 -3.72437 2.28837
H7 -1.75846 -3.17543 0.59065
H8 -1.85103 -1.50412 -1.08736
H9 -3.07859 -0.12817 -1.47945
H10 -3.58489 -2.84935 -1.99083
H11 -3.99215 -3.07705 -0.16212
H12 -5.31482 -0.54091 -1.67175
H13 -5.85625 -2.23832 -2.41677
H14 -7.24660 -2.82966 -0.55625
H15 -5.89154 -2.47496 0.72783
H16 -6.83562 0.09040 -0.16882
H17 -9.67802 -1.25864 2.45004
H18 -8.83872 0.32336 3.27478
H19 -9.52254 0.42875 1.49291
H20 -1.13616 2.25892 2.45369
H21 -0.47116 0.59742 3.03954
H22 -2.99559 0.00915 4.88567
H23 1.22611 1.79711 1.33712
H24 -1.41275 1.36520 -1.87221
C13 8.26246 1.52973 -2.38930
C14 7.28631 2.68978 -2.26818
C15 6.60826 2.78585 -0.90368
C16 5.79746 1.58545 -0.39548
N2 4.50396 1.23314 -1.16617
C17 4.74734 0.42619 -2.44685
C18 4.89894 -0.99890 -1.96833
C19 3.81135 -1.12711 -0.92812
C20 3.66530 0.25004 -0.29243
C21 3.68121 2.47727 -1.46439
H25 7.78766 0.56565 -2.19593
H26 8.67981 1.49669 -3.40064
H27 9.09357 1.64639 -1.68418
H28 6.54069 2.64918 -3.06672
H29 7.84332 3.62041 -2.43809
H30 5.99051 3.69097 -0.88005
H31 7.39811 2.96692 -0.16130
H32 5.47538 1.83421 0.62390
H33 6.40821 0.68016 -0.33099
H34 3.85926 0.53171 -3.08137
H35 5.61633 0.79664 -2.98351
H36 5.88474 -1.16139 -1.51908
H37 4.78285 -1.72117 -2.78100
H38 4.04643 -1.89529 -0.18479
H39 2.86611 -1.41498 -1.40370
H40 4.03801 0.27482 0.73633
H41 2.61958 0.57610 -0.30164
H42 4.22128 3.09056 -2.19014
H43 3.52347 3.01741 -0.52656
H44 2.72160 2.17070 -1.89239

No. 3
A cluster of 2 separate species, C21H45B2F4N3O7S in total at a distorted geometry, computed with ωB97M-V/def2-TZVPD.

## Properties
E_LUMO = -2.43 eV
ΔE to the lowest compared entry with this formula, charge and spin = 0.0 kJ/mol
E_HOMO = -4.727 eV

Positions of all 83 atoms, in Å:
C1 -6.02383 -1.61549 -5.92311
C2 -5.47681 -2.12884 -4.59081
C3 -3.95008 -2.17195 -4.50320
C4 -3.30283 -0.78227 -4.36189
C5 -3.00544 -0.03041 -5.66198
C6 -2.46033 -0.87320 -6.82231
C7 -1.23053 -1.70982 -6.49879
C8 0.04520 -0.87365 -6.26526
C9 0.46404 -0.90017 -4.79667
C10 1.66336 0.01467 -4.48626
C11 1.51024 0.78078 -3.15282
C12 2.68475 0.59234 -2.16002
C13 2.20782 0.24065 -0.73567
C14 2.58423 1.28356 0.35132
C15 1.39412 1.97710 1.01216
N1 0.91286 1.41335 2.31781
C16 1.77592 1.62744 3.42117
N2 2.85007 0.81116 3.70944
C17 2.65216 -0.24740 4.70899
O1 3.92961 -0.83238 4.88727
C18 3.97946 -2.18446 4.69407
F1 3.70368 -2.52292 3.41962
F2 5.23677 -2.58071 4.97838
F3 3.13022 -2.82893 5.50936
N3 1.45123 2.66197 4.13874
B1 2.25319 3.09009 5.33509
C19 1.60782 2.96916 6.76068
O2 3.51156 3.53850 5.16472
B2 0.21228 3.48755 3.78438
O3 0.43859 4.63540 3.10862
O4 -0.99708 3.07634 4.19004
S1 0.34043 -0.14206 2.31333
O5 1.30464 -1.12058 1.99674
O6 -0.35952 -0.21127 3.53734
F4 -0.66225 -0.09544 1.16330
H1 -5.44166 -1.96006 -6.76953
H2 -7.02904 -2.01056 -6.05575
H3 -6.12481 -0.53392 -5.90212
H4 -5.87496 -1.59001 -3.73557
H5 -5.80619 -3.16189 -4.47572
H6 -3.53214 -2.77517 -5.30222
H7 -3.73342 -2.70640 -3.57736
H8 -4.02500 -0.18177 -3.80863
H9 -2.43171 -0.86353 -3.71889
H10 -3.87738 0.51062 -6.01914
H11 -2.25434 0.73742 -5.46024
H12 -2.21779 -0.20553 -7.64757
H13 -3.26875 -1.50571 -7.18337
H14 -1.39674 -2.41373 -5.69011
H15 -1.04055 -2.32954 -7.37570
H16 0.85081 -1.34244 -6.82787
H17 -0.08394 0.15294 -6.59599
H18 0.66467 -1.91983 -4.47850
H19 -0.39527 -0.56340 -4.21744
H20 1.72204 0.74985 -5.28391
H21 2.55738 -0.60003 -4.47380
H22 1.42529 1.84757 -3.35201
H23 0.56593 0.47872 -2.71076
H24 3.25008 -0.26102 -2.52245
H25 3.36326 1.43949 -2.17136
H26 1.14572 0.02405 -0.69291
H27 2.70148 -0.68236 -0.44758
H28 3.27041 0.83370 1.06078
H29 3.14591 2.06684 -0.15327
H30 0.56178 1.97065 0.31561
H31 1.60103 3.02594 1.20083
H32 3.71451 1.32128 3.85102
H33 1.88954 -0.96854 4.43278
H34 2.36530 0.17106 5.67385
H35 1.94688 2.05031 7.24241
H36 1.89347 3.78604 7.41938
H37 0.52298 2.90638 6.74394
H38 3.96948 3.49134 6.00974
H39 -0.24210 5.27758 3.34564
H40 -0.99890 2.18315 4.55695
C20 -0.75982 -1.96823 6.05583
C21 -1.19850 -1.72521 7.52609
O7 -2.40586 -1.16088 7.57477
H41 -0.71951 -1.02910 5.51716
H42 0.24687 -2.42426 6.02462
H43 -1.44190 -2.63961 5.53215
H44 -0.35762 -1.13175 7.98827
H45 -1.09247 -2.71856 8.03417

No. 4
A cluster of 3 separate species, C21H45BFNO11S in total, computed with ωB97M-V/def2-TZVPD.

## Properties
E_LUMO = 0.22 eV
E_HOMO = -9.753 eV

Positions of all 81 atoms, in Å:
C1 -5.77450 5.90296 0.24561
O1 -5.63943 4.67607 -0.43188
C2 -5.31075 4.81964 -1.80563
C3 -5.88113 3.64642 -2.60266
C4 -4.86168 2.63286 -3.14943
C5 -3.76139 2.22135 -2.17188
C6 -4.27745 1.31917 -1.05006
C7 -3.23815 1.08072 0.06471
C8 -2.82988 -0.39470 0.27220
C9 -1.31788 -0.63546 0.43939
C10 -0.88257 -0.87225 1.88655
C11 -0.76843 0.39178 2.74654
C12 0.14473 1.49285 2.20465
C13 1.63792 1.12529 2.21991
N1 2.28459 1.27665 0.87366
B1 3.08809 2.51443 0.61865
O2 3.58356 3.24116 1.65546
O3 3.30631 2.93893 -0.65959
S1 2.86791 -0.16747 0.37603
O4 1.81538 -1.06230 0.06210
O5 3.95073 -0.59023 1.19706
F1 3.49511 0.28425 -0.97647
H1 -4.94803 6.58618 0.01725
H2 -6.71799 6.39829 -0.01273
H3 -5.76489 5.69179 1.31374
H4 -4.21971 4.86983 -1.90270
H5 -5.70595 5.76946 -2.18320
H6 -6.61021 3.13884 -1.96949
H7 -6.44311 4.05245 -3.44685
H8 -4.43140 3.00000 -4.08427
H9 -5.41553 1.72374 -3.40589
H10 -3.26774 3.08917 -1.72685
H11 -2.98149 1.68756 -2.72564
H12 -4.57814 0.35966 -1.48033
H13 -5.17360 1.77668 -0.62382
H14 -2.33898 1.65981 -0.16857
H15 -3.63397 1.48077 1.00047
H16 -3.20601 -0.99153 -0.56138
H17 -3.33963 -0.77488 1.16264
H18 -0.76793 0.20204 0.00394
H19 -1.01972 -1.50814 -0.14449
H20 0.03971 -1.45548 1.92366
H21 -1.64534 -1.49863 2.36076
H22 -1.76826 0.81329 2.88710
H23 -0.40353 0.10626 3.73876
H24 0.00300 2.37914 2.82864
H25 -0.14201 1.78779 1.19497
H26 2.16760 1.76056 2.92453
H27 1.76744 0.10024 2.57170
H28 3.86864 2.73406 2.42009
H29 2.53728 3.22696 -1.15355
C14 -0.99788 -6.81862 1.72767
C15 -0.53761 -5.63544 2.54866
O6 -1.63864 -4.98701 3.21527
C16 -2.07880 -5.59064 4.31585
O7 -1.63106 -6.59514 4.80691
O8 -3.10336 -4.88408 4.79678
C17 -3.69916 -5.43409 5.97618
H30 -1.77260 -6.51407 1.02340
H31 -0.15681 -7.22315 1.16390
H32 -1.39451 -7.60473 2.36812
H33 -0.11566 -4.85728 1.91560
H34 0.20629 -5.92560 3.28980
H35 -2.94603 -5.61037 6.74106
H36 -4.20435 -6.37026 5.74382
H37 -4.41727 -4.69258 6.31205
C18 5.88258 -0.10085 -2.99808
C19 6.32061 -0.34509 -4.42429
O9 7.60496 0.24717 -4.70190
C20 8.65578 -0.44150 -4.26418
O10 8.62880 -1.51285 -3.71461
O11 9.75968 0.24033 -4.57527
C21 10.97725 -0.38277 -4.15476
H38 5.88743 0.96631 -2.77398
H39 4.87280 -0.48305 -2.85783
H40 6.54447 -0.60921 -2.29830
H41 5.64747 0.13727 -5.13037
H42 6.36119 -1.40934 -4.65403
H43 11.02992 -1.40747 -4.51615
H44 11.04894 -0.37885 -3.06822
H45 11.77399 0.21490 -4.58648